{"formula": "C42H56O42", "method": "wB97M-V/def2-TZVPD", "homo_energy_ev": -10.70, "e_above_lowest_kcal_mol": 2.1, "multiplicity": 1, "total_energy_ha": -4794.24751, "homo_lumo_gap_ev": 11.04, "symbols": ["C", "C", "O", "C", "O", "O", "H", "H", "H", "H", "C", "C", "O", "C", "O", "O", "H", "H", "H", "H", "C", "C", "O", "C", "O", "O", "H", "H", "H", "H", "C", "C", "O", "C", "O", "O", "H", "H", "H", "H", "C", "C", "O", "C", "O", "O", "H", "H", "H", "H", "C", "C", "O", "C", "O", "O", "H", "H", "H", "H", "C", "C", "O", "C", "O", "O", "H", "H", "H", "H", "C", "C", "O", "C", "O", "O", "H", "H", "H", "H", "C", "C", "O", "C", "O", "O", "H", "H", "H", "H", "C", "C", "O", "C", "O", "O", "H", "H", "H", "H", "C", "C", "O", "C", "O", "O", "H", "H", "H", "H", "C", "C", "O", "C", "O", "O", "H", "H", "H", "H", "C", "C", "O", "C", "O", "O", "H", "H", "H", "H", "C", "C", "O", "C", "O", "O", "H", "H", "H", "H"], "xyz": [[5.24106, -2.63930, -1.13767], [4.84903, -2.22189, -2.53497], [3.45204, -1.87924, -2.26680], [3.33833, -1.46300, -1.00058], [2.43664, -0.81987, -0.59328], [4.38918, -1.83838, -0.24408], [6.37161, -2.41796, -1.00826], [5.01922, -3.68017, -0.93044], [4.91956, -2.97163, -3.34425], [5.30832, -1.31714, -2.88973], [4.64222, -0.11915, 2.68648], [6.04617, 0.06340, 2.23119], [6.73754, -1.02211, 2.80018], [5.87242, -1.95028, 3.13602], [6.15783, -3.06634, 3.39716], [4.61616, -1.46443, 3.15081], [3.98720, 0.09819, 1.83012], [4.35590, 0.49608, 3.56272], [6.47976, 1.05789, 2.44491], [6.09209, -0.07286, 1.11878], [-3.84754, -3.13879, 3.98019], [-3.45272, -1.76667, 3.44115], [-3.76187, -1.87854, 2.00236], [-3.89879, -3.25393, 1.73805], [-4.24005, -3.64816, 0.65551], [-3.71379, -3.98789, 2.84588], [-4.91878, -3.10925, 4.25204], [-3.24845, -3.49337, 4.83765], [-2.37678, -1.52831, 3.51645], [-4.10334, -0.97596, 3.83874], [-0.89534, 5.49585, -2.03951], [-2.29068, 5.34327, -2.68135], [-2.99551, 6.53827, -2.23266], [-2.18436, 7.19844, -1.36412], [-2.48902, 8.18463, -0.80657], [-0.96854, 6.60530, -1.15381], [-0.22424, 5.72258, -2.83401], [-0.62921, 4.56968, -1.58122], [-2.81255, 4.52390, -2.26172], [-2.45838, 5.36489, -3.78906], [2.62549, -3.83248, 3.01950], [2.08261, -2.48562, 2.50960], [0.66510, -2.67180, 2.55589], [0.37110, -3.78785, 3.25174], [-0.76017, -4.00670, 3.51899], [1.44877, -4.50154, 3.57089], [3.34308, -3.71834, 3.86467], [2.99590, -4.51432, 2.27906], [2.33978, -2.36138, 1.44765], [2.35457, -1.67604, 3.22536], [-1.68393, 6.27982, 2.71934], [-2.58338, 5.44377, 1.78158], [-1.59996, 4.94173, 0.85059], [-0.35514, 5.03270, 1.39814], [0.63753, 4.59484, 0.93447], [-0.38016, 5.77787, 2.52913], [-1.91296, 6.37541, 3.73941], [-1.68560, 7.28335, 2.29398], [-3.29975, 6.08055, 1.30580], [-3.08703, 4.55670, 2.15410], [-1.94315, 1.14673, -4.33651], [-2.73383, 0.34587, -5.39755], [-4.12635, 0.46015, -4.94994], [-4.17540, 1.11667, -3.81284], [-5.19056, 1.27100, -3.11496], [-2.92386, 1.52988, -3.40021], [-1.59137, 2.12944, -4.71975], [-1.16108, 0.56308, -3.82230], [-2.44571, -0.71343, -5.50145], [-2.71152, 0.83730, -6.36048], [-0.46463, -1.20281, -0.17714], [0.07451, -0.39978, 1.09673], [-0.05573, 0.99781, 0.67917], [-0.66295, 1.05462, -0.53894], [-1.08226, 2.06933, -1.07659], [-0.91866, -0.18813, -1.03526], [-1.35019, -1.75273, 0.14070], [0.16998, -1.88476, -0.73133], [1.12264, -0.49972, 1.39965], [-0.54994, -0.49502, 2.01139], [0.25359, -6.14334, -1.38284], [-0.17845, -6.09148, 0.11424], [0.78681, -5.04699, 0.55691], [1.76846, -4.92961, -0.35458], [2.61283, -4.10922, -0.42065], [1.60357, -5.82176, -1.35377], [-0.28358, -5.44583, -1.94326], [0.14336, -7.14566, -1.68936], [-0.05640, -7.00443, 0.72158], [-1.17938, -5.72847, 0.45350], [2.36937, 0.52213, -4.00262], [1.24646, -0.50979, -3.61292], [0.48031, -0.67046, -4.83274], [0.97142, 0.22052, -5.73918], [0.41138, 0.46181, -6.78357], [1.99992, 0.94949, -5.30037], [3.29595, 0.01718, -4.10090], [2.33133, 1.31588, -3.29487], [0.62093, -0.25963, -2.79570], [1.58851, -1.52476, -3.29430], [-0.50745, 1.40433, 5.15023], [0.26481, 2.19465, 4.06523], [1.56291, 1.58123, 4.09530], [1.71061, 0.92913, 5.24589], [2.70284, 0.37271, 5.60326], [0.57608, 0.88532, 5.91427], [-1.06200, 0.60334, 4.72961], [-1.05794, 1.98762, 5.84194], [0.30236, 3.23386, 4.30191], [-0.17582, 2.04378, 3.06545], [2.96391, 2.72454, 0.48459], [2.34339, 2.71636, -0.88808], [3.30841, 2.02359, -1.65878], [4.26770, 1.49124, -0.87406], [5.06786, 0.73348, -1.29385], [4.05423, 1.85135, 0.45115], [2.17921, 2.45726, 1.25873], [3.31128, 3.76336, 0.63962], [2.16534, 3.72991, -1.15115], [1.41638, 2.15368, -0.98139], [-3.91877, 0.68471, 0.24182], [-4.29329, 2.14654, -0.04742], [-4.09685, 2.76888, 1.26750], [-3.29139, 2.01172, 1.99036], [-2.76243, 2.39676, 2.97672], [-3.13798, 0.79797, 1.47131], [-3.23629, 0.17738, -0.51981], [-4.76333, 0.05832, 0.50823], [-5.35447, 2.25618, -0.30807], [-3.59869, 2.71997, -0.64933], [-3.82323, -4.00816, -2.58260], [-3.69846, -2.53062, -2.93397], [-2.40153, -2.39345, -3.45293], [-1.65631, -3.32187, -2.96381], [-0.45911, -3.27612, -2.98735], [-2.42482, -4.32248, -2.44290], [-4.37137, -4.48356, -3.38836], [-4.24458, -4.24400, -1.61071], [-3.79633, -1.93563, -1.97360], [-4.44941, -2.17279, -3.61417]], "atomic_forces_ev_per_a": [[2.416, 0.343, 0.430], [-1.368, -0.188, 0.252], [0.354, 0.024, -0.576], [1.651, -0.879, -0.306], [-1.453, 0.967, 0.578], [0.665, -0.478, -1.402], [-2.012, -0.265, 0.415], [0.053, -0.072, -0.015], [-0.267, 0.087, 0.771], [0.447, 0.433, 0.107], [-1.152, 1.190, 0.888], [0.585, 0.988, -2.141], [1.444, 0.773, 0.070], [-0.688, -0.327, 0.262], [0.093, -1.134, 0.380], [-0.141, -0.352, -0.563], [-0.192, -0.626, 0.612], [0.130, -0.097, -0.575], [-0.011, -0.756, 0.301], [0.029, 0.216, 0.794], [-0.240, 0.569, 0.528], [0.091, 0.375, -0.834], [0.056, -2.143, 0.943], [-0.662, 1.527, -0.236], [0.740, -0.032, 0.696], [-0.071, -0.041, -0.669], [0.422, -0.197, 0.029], [-0.155, 0.065, -0.728], [-0.546, -0.146, 0.173], [0.498, -0.137, -0.059], [-0.615, -0.211, -1.480], [-0.867, 1.449, -0.351], [1.362, -0.104, 0.592], [0.228, -0.732, -0.131], [-0.598, 1.434, 0.804], [-1.144, -0.384, -1.063], [1.002, 0.259, -0.409], [0.341, -0.340, 0.787], [-0.511, -1.035, 0.271], [0.951, -0.313, 0.900], [0.038, -0.026, 1.546], [0.356, -0.487, 0.149], [0.409, -0.040, 0.076], [0.388, 0.767, -0.407], [-1.297, -1.029, 0.646], [-0.188, 0.595, -0.140], [-0.411, -0.077, -0.866], [0.422, 0.065, -0.519], [0.268, 0.492, 0.626], [-0.154, -0.413, -0.965], [-0.554, 0.798, -1.950], [0.817, -0.522, 0.765], [0.534, -0.180, 0.333], [-1.361, 1.103, 0.289], [0.802, -0.743, -0.604], [0.276, -0.980, -0.096], [-0.410, -0.441, 1.342], [0.003, 0.246, 0.113], [-0.247, 0.313, -0.632], [0.085, 0.351, 0.586], [0.314, 0.501, -0.476], [-0.060, 0.190, -0.108], [0.671, -0.377, -0.355], [-1.399, 0.454, 3.170], [2.701, -0.195, -1.947], [-2.265, -0.417, 0.390], [0.431, -0.987, -0.144], [-0.454, 0.414, -0.386], [-0.230, 0.536, 0.262], [0.220, -0.110, -0.231], [-0.244, -0.131, 2.095], [-0.044, 0.403, -0.110], [-0.499, -0.417, -1.514], [-1.484, 0.921, 0.315], [1.290, -1.689, 0.881], [0.282, 1.554, -0.377], [-0.031, -0.187, 0.057], [0.578, 0.212, 0.290], [-0.406, -0.321, -0.539], [0.163, -0.212, -0.874], [-1.226, -1.497, 2.393], [0.322, 1.144, 0.749], [0.004, -0.368, 0.179], [-1.360, -0.671, -1.026], [1.176, 1.016, 1.100], [0.713, 0.159, 0.206], [-0.818, 0.949, -1.072], [-0.183, -1.021, -0.936], [0.641, 0.227, -0.513], [0.672, 0.051, -1.082], [-1.883, -1.634, 0.472], [1.176, -1.826, -0.589], [1.189, 0.882, -0.139], [-2.111, 0.829, -1.092], [0.618, -0.673, 0.702], [-0.241, -0.241, -0.045], [1.091, -0.133, 0.374], [0.493, 0.578, -0.051], [-0.842, 1.017, 0.474], [0.092, 0.982, -0.757], [1.709, 0.659, -0.568], [-1.194, -1.085, -0.539], [-0.052, 0.776, -0.642], [0.571, -0.999, 0.062], [0.458, 0.198, -0.126], [-0.655, -0.448, 1.088], [-0.674, -0.727, -0.260], [-0.892, 0.650, 0.190], [0.386, 0.797, 0.078], [0.291, 0.188, 0.452], [-1.858, 1.555, 1.507], [-0.601, -1.080, 0.487], [0.968, 0.574, -0.121], [-1.872, 0.426, 0.826], [1.215, -0.336, 0.160], [1.008, -0.972, -1.681], [1.324, 0.155, -0.671], [0.012, -0.622, 0.509], [0.040, 0.707, -0.970], [0.068, 0.142, 0.201], [1.325, -0.328, -0.388], [-0.277, 0.097, 0.898], [-0.848, -0.093, -0.671], [-0.200, -0.139, -0.727], [0.818, 0.190, 1.623], [0.177, -0.318, -0.531], [-1.195, 0.849, 0.866], [-0.163, -0.048, -0.342], [0.587, 0.109, -0.193], [-0.141, -0.475, -0.760], [0.433, 0.823, 0.136], [-1.602, 0.847, 2.441], [-1.173, 1.997, -1.081], [1.215, -1.546, 0.523], [-0.105, -0.663, 0.383], [0.771, -0.522, -0.399], [0.556, -0.872, -0.170], [-0.364, 0.314, -0.119], [0.288, -0.345, -1.062], [-0.058, 0.145, -0.490]], "mulliken_charge": [-0.551, -0.637, -0.362, -0.662, 1.257, 0.153, 0.372, 0.310, 0.404, 0.267, 0.726, -0.134, -0.392, 0.569, -0.591, -0.158, -0.742, 0.370, 0.331, 0.014, -0.572, 0.384, -0.047, 0.502, -0.615, -0.303, 0.331, 0.330, -0.302, 0.359, 0.648, 0.022, -0.387, 0.568, -0.528, -0.359, 0.440, -0.593, -0.080, 0.277, -0.376, 0.115, 0.433, 0.209, -0.535, -0.428, 0.272, 0.163, -0.300, 0.270, -0.524, -0.126, -0.109, 0.656, -0.543, -0.441, 0.416, 0.278, 0.396, -0.020, 1.053, -0.332, -0.408, 0.461, -0.651, -0.089, 0.415, -1.088, 0.223, 0.382, -0.284, 1.045, 0.992, -0.849, -0.194, 0.482, 0.103, -0.379, -0.894, -0.150, 0.198, -0.290, -0.024, 0.176, -0.393, -0.403, -0.351, 0.448, 0.241, 0.208, 0.500, 0.741, -0.380, 0.391, -0.612, -0.387, 0.042, -0.067, -0.373, -0.083, -0.093, 0.708, -0.302, 0.638, -0.568, -0.424, 0.033, 0.350, 0.435, -0.675, 0.208, 0.588, -0.500, 0.440, -0.562, -0.308, -0.348, 0.467, 0.668, -0.773, 0.574, 0.032, -0.454, 0.174, -0.632, 0.409, -0.822, 0.572, 0.406, -0.177, -0.431, 0.104, -0.124, 0.604, -0.545, -0.326, 0.242, 0.282, -0.319, 0.601]}